A 13-piece molecular cluster, C38H93BrFN2O15PS12 overall in a non-equilibrium geometry, computed with ωB97M-V/def2-TZVPD.

Last columns: bonded neighbours and bond lengths (Å).
Atoms and positions in Å:
1 C -1.9846 0.8248 -0.3387  C2 1.551, H23 1.088, H24 1.094, H25 1.087
2 C -2.8108 1.7119 -1.3060  C1 1.551, P3 1.870, H26 1.094, H27 1.088
3 P -1.8781 2.1008 -2.8795  C2 1.870, Br4 2.435, C5 1.845, C16 1.869, C20 1.922
4 Br -2.9303 0.1211 -3.8287  P3 2.435
5 C -2.7728 3.1099 -4.1393  P3 1.845, C6 1.561, H28 1.090, H29 1.092
6 C -1.8190 3.8284 -5.1448  C5 1.561, C7 1.523, H30 1.091, H31 1.091
7 C -1.9129 3.2689 -6.5582  C6 1.523, O8 1.214, N9 1.444
8 O -2.2641 2.1454 -6.8535  C7 1.214
9 N -1.5032 4.1832 -7.5988  C7 1.444, C10 1.469, H32 1.019
10 C -0.2378 4.8009 -7.1803  N9 1.469, C11 1.370, C15 1.374
11 C -0.2191 6.0979 -6.7401  C10 1.370, C12 1.374, H33 1.083
12 C 0.9521 6.6691 -6.3050  C11 1.374, C13 1.372, H34 1.083
13 C 2.0886 5.9010 -6.3180  C12 1.372, C14 1.370, H35 1.088
14 C 2.0977 4.6048 -6.7625  C13 1.370, C15 1.378, H36 1.084
15 C 0.9127 4.0509 -7.1963  C10 1.374, C14 1.378, H37 1.088
16 C -0.2523 1.2079 -3.1100  P3 1.869, O17 1.437, H38 1.093, H39 1.093
17 O 0.4296 1.5856 -4.3168  C16 1.437, N18 1.419
18 N 0.4786 0.4855 -5.2123  O17 1.419, O19 1.167
19 O 1.5614 0.3776 -5.6332  N18 1.167
20 C -1.0947 3.6176 -1.9955  P3 1.922, C21 1.531, F22 1.419, H40 1.096
21 C 0.3702 3.9501 -2.2924  C20 1.531, H41 1.092, H42 1.093, H43 1.094
22 F -1.8336 4.8159 -2.1767  C20 1.419
23 H -2.6717 0.0981 0.0895  C1 1.088
24 H -1.5842 1.4475 0.4672  C1 1.094
25 H -1.1905 0.2510 -0.8095  C1 1.087
26 H -3.2138 2.6150 -0.8377  C2 1.094
27 H -3.6702 1.1249 -1.6238  C2 1.088
28 H -3.3729 2.4314 -4.7449  C5 1.090
29 H -3.5053 3.7947 -3.7073  C5 1.092
30 H -2.0743 4.8877 -5.1992  C6 1.091
31 H -0.7947 3.6649 -4.8073  C6 1.091
32 H -1.2340 3.5570 -8.3558  N9 1.019
33 H -1.1775 6.6015 -6.7427  C11 1.083
34 H 0.9473 7.6926 -5.9518  C12 1.083
35 H 3.0109 6.3449 -5.9487  C13 1.088
36 H 2.9889 3.9874 -6.7535  C14 1.084
37 H 0.8635 3.0189 -7.5382  C15 1.088
38 H 0.4093 1.2242 -2.2406  C16 1.093
39 H -0.5022 0.1522 -3.2397  C16 1.093
40 H -1.1555 3.4285 -0.9181  C20 1.096
41 H 1.0164 3.2871 -1.7124  C21 1.092
42 H 0.6594 3.9212 -3.3456  C21 1.093
43 H 0.5795 4.9579 -1.9218  C21 1.094
44 C -0.3066 -4.0156 1.4694  S45 1.797, H48 1.089, H49 1.091, H50 1.091
45 S -1.5500 -2.8567 0.8855  C44 1.797, O46 1.493, C47 1.789
46 O -0.8322 -1.6729 0.3272  S45 1.493
47 C -2.1395 -2.4072 2.5135  S45 1.789, H51 1.089, H52 1.089, H53 1.091
48 H 0.2318 -4.4048 0.6070  C44 1.089
49 H 0.3915 -3.5067 2.1355  C44 1.091
50 H -0.7967 -4.8377 1.9919  C44 1.091
51 H -1.3151 -2.0081 3.1027  C47 1.089
52 H -2.5614 -3.2854 3.0006  C47 1.089
53 H -2.9142 -1.6465 2.4062  C47 1.091
54 C -7.0536 -4.8205 2.2370  S55 1.800, H58 1.088, H59 1.091, H60 1.090
55 S -5.9042 -4.5072 0.8881  C54 1.800, O56 1.489, C57 1.799
56 O -4.5425 -4.8541 1.3808  S55 1.489
57 C -6.0445 -2.7144 0.9339  S55 1.799, H61 1.090, H62 1.090, H63 1.088
58 H -7.0898 -5.8944 2.4093  C54 1.088
59 H -6.7093 -4.3160 3.1407  C54 1.091
60 H -8.0451 -4.4631 1.9581  C54 1.090
61 H -5.7648 -2.3445 1.9208  C57 1.090
62 H -7.0686 -2.4250 0.6973  C57 1.090
63 H -5.3693 -2.3011 0.1869  C57 1.088
64 C 3.9777 -1.9999 0.8932  S65 1.797, H68 1.088, H69 1.091, H70 1.090
65 S 3.2424 -3.5460 1.4402  C64 1.797, O66 1.489, C67 1.799
66 O 3.4646 -3.6506 2.9088  S65 1.489
67 C 4.4461 -4.6178 0.6401  S65 1.799, H71 1.090, H72 1.090, H73 1.088
68 H 3.4002 -1.1804 1.3168  C64 1.088
69 H 5.0098 -1.9388 1.2409  C64 1.091
70 H 3.9397 -1.9467 -0.1951  C64 1.090
71 H 5.4471 -4.3863 1.0054  C67 1.090
72 H 4.3948 -4.4771 -0.4398  C67 1.090
73 H 4.1978 -5.6490 0.8842  C67 1.088
74 C 2.5752 -1.6086 -10.0668  S75 1.800, H78 1.088, H79 1.090, H80 1.090
75 S 1.2330 -0.4592 -10.4069  C74 1.800, O76 1.485, C77 1.797
76 O 1.8294 0.7368 -11.0546  S75 1.485
77 C 0.9178 -0.0350 -8.6892  S75 1.797, H81 1.090, H82 1.090, H83 1.089
78 H 2.9579 -1.9736 -11.0179  C74 1.088
79 H 3.3704 -1.0966 -9.5243  C74 1.090
80 H 2.1956 -2.4466 -9.4816  C74 1.090
81 H 1.8219 0.3722 -8.2375  C77 1.090
82 H 0.5926 -0.9232 -8.1478  C77 1.090
83 H 0.1268 0.7130 -8.6625  C77 1.089
84 C 1.0392 -2.1173 7.2130  S85 1.799, H88 1.089, H89 1.089, H90 1.090
85 S 0.5329 -2.6432 5.5686  C84 1.799, O86 1.493, C87 1.796
86 O -0.9568 -2.7383 5.5719  S85 1.493
87 C 1.1764 -4.3153 5.6950  S85 1.796, H91 1.089, H92 1.090, H93 1.089
88 H 0.7012 -1.0929 7.3635  C84 1.089
89 H 0.5920 -2.7653 7.9658  C84 1.089
90 H 2.1261 -2.1538 7.2859  C84 1.090
91 H 0.7190 -4.8258 6.5413  C87 1.089
92 H 2.2585 -4.2777 5.8175  C87 1.090
93 H 0.9366 -4.8450 4.7745  C87 1.089
94 C -4.2545 1.1589 4.4492  S95 1.798, H98 1.088, H99 1.090, H100 1.090
95 S -5.1744 1.3810 2.9202  C94 1.798, O96 1.488, C97 1.798
96 O -4.6426 0.3979 1.9387  S95 1.488
97 C -4.4670 2.9823 2.5082  S95 1.798, H101 1.091, H102 1.090, H103 1.089
98 H -4.5143 0.1869 4.8642  C94 1.088
99 H -3.1841 1.1942 4.2441  C94 1.090
100 H -4.5314 1.9419 5.1555  C94 1.090
101 H -3.3824 2.8969 2.4312  C97 1.091
102 H -4.7368 3.7066 3.2769  C97 1.090
103 H -4.8778 3.2983 1.5511  C97 1.089
104 C 3.8540 -5.5904 8.3126  S105 1.798, H108 1.089, H109 1.091, H110 1.090
105 S 2.3841 -5.9070 9.2993  C104 1.798, O106 1.491, C107 1.795
106 O 1.3393 -4.9388 8.8582  S105 1.491
107 C 3.0607 -5.2975 10.8458  S105 1.795, H111 1.091, H112 1.090, H113 1.089
108 H 3.6390 -5.8675 7.2821  C104 1.089
109 H 4.1109 -4.5314 8.3607  C104 1.091
110 H 4.6780 -6.1971 8.6875  C104 1.090
111 H 3.3680 -4.2577 10.7296  C107 1.091
112 H 3.9109 -5.9146 11.1361  C107 1.090
113 H 2.2825 -5.3678 11.6045  C107 1.089
114 C 5.5225 3.4030 -0.7871  S115 1.798, H118 1.087, H119 1.090, H120 1.091
115 S 4.7778 4.7441 -1.7251  C114 1.798, O116 1.485, C117 1.800
116 O 3.3372 4.7842 -1.3669  S115 1.485
117 C 4.9044 3.9384 -3.3297  S115 1.800, H121 1.091, H122 1.090, H123 1.089
118 H 5.5124 3.6688 0.2672  C114 1.087
119 H 4.9506 2.4866 -0.9338  C114 1.090
120 H 6.5535 3.2625 -1.1154  C114 1.091
121 H 4.3709 2.9873 -3.3077  C117 1.091
122 H 5.9551 3.7789 -3.5738  C117 1.090
123 H 4.4533 4.5918 -4.0747  C117 1.089
124 C 8.3797 1.1620 1.3406  S125 1.799, H128 1.089, H129 1.090, H130 1.090
125 S 6.9373 0.8186 2.3597  C124 1.799, O126 1.486, C127 1.798
126 O 5.8804 1.7866 1.9676  S125 1.486
127 C 7.6528 1.4057 3.9008  S125 1.798, H131 1.090, H132 1.090, H133 1.088
128 H 8.1375 0.9025 0.3116  C124 1.089
129 H 8.6310 2.2213 1.4017  C124 1.090
130 H 9.2180 0.5537 1.6809  C124 1.090
131 H 7.9509 2.4489 3.7945  C127 1.090
132 H 8.5140 0.7892 4.1592  C127 1.090
133 H 6.8973 1.3190 4.6790  C127 1.088
134 C -1.9433 -6.4755 -3.0664  S135 1.801, H138 1.088, H139 1.091, H140 1.091
135 S -3.1191 -5.4360 -2.1821  C134 1.801, O136 1.486, C137 1.799
136 O -4.4306 -5.5818 -2.8661  S135 1.486
137 C -2.4151 -3.8662 -2.7069  S135 1.799, H141 1.091, H142 1.091, H143 1.088
138 H -2.2232 -7.5151 -2.9074  C134 1.088
139 H -1.9757 -6.2466 -4.1323  C134 1.091
140 H -0.9408 -6.3040 -2.6728  C134 1.091
141 H -2.4113 -3.8063 -3.7958  C137 1.091
142 H -1.3987 -3.7773 -2.3206  C137 1.091
143 H -3.0262 -3.0629 -2.3000  C137 1.088
144 C -1.7517 -4.6370 9.4112  S145 1.795, H148 1.087, H149 1.091, H150 1.091
145 S -1.1039 -4.4193 11.0712  C144 1.795, O146 1.489, C147 1.800
146 O -0.9987 -5.7691 11.6906  S145 1.489
147 C -2.5785 -3.6358 11.7437  S145 1.800, H151 1.090, H152 1.090, H153 1.088
148 H -0.9971 -5.1517 8.8225  C144 1.087
149 H -2.6635 -5.2344 9.4490  C144 1.091
150 H -1.9560 -3.6613 8.9682  C144 1.091
151 H -3.4354 -4.2997 11.6268  C147 1.090
152 H -2.7558 -2.6935 11.2251  C147 1.090
153 H -2.4086 -3.4423 12.8013  C147 1.088
154 C -4.3509 8.7679 -5.3870  S155 1.798, H158 1.088, H159 1.090, H160 1.090
155 S -2.7692 8.8852 -4.5397  C154 1.798, O156 1.487, C157 1.799
156 O -1.7348 8.3475 -5.4632  S155 1.487
157 C -3.1076 7.6034 -3.3243  S155 1.799, H161 1.091, H162 1.090, H163 1.088
158 H -4.3410 9.4652 -6.2224  C154 1.088
159 H -4.4958 7.7532 -5.7592  C154 1.090
160 H -5.1517 9.0370 -4.6980  C154 1.090
161 H -3.3326 6.6641 -3.8307  C157 1.091
162 H -3.9481 7.9087 -2.7005  C157 1.090
163 H -2.2217 7.4780 -2.7047  C157 1.088

The value obtained for the energy is -286666.0312 eV. For the maximum force, the calculation gives 2.59 eV/A.

These are the Mulliken partial charges, in e, on atoms 1 to 8: atom 1 (C): -0.430, atom 2 (C): -1.234, atom 3 (P): 1.638, atom 4 (Br): -0.528, atom 5 (C): -1.440, atom 6 (C): 1.106, atom 7 (C): 0.202, atom 8 (O): -0.617